(1)
Here is a molecular structure, C19H19N2O2PdSi at a distorted geometry from OMol25. Energies are from wB97M-V/def2-TZVPD.

Geometry as XYZ:
```
44
C19H19N2O2PdSi wB97M-V/def2-TZVPD
Pd -0.0292 -0.0853 0.5278
Si 1.0624 0.0518 5.3959
O -0.7001 -1.9094 -0.1655
O 0.3646 1.8977 -0.0558
N -1.9380 2.0358 -0.3398
N -1.8663 0.6604 -0.2452
C -1.7709 4.8383 -0.4088
C -1.6550 6.2191 -0.4083
C -1.9225 -2.3039 0.0642
C 0.7010 6.0261 0.0136
C -2.1729 -3.6775 0.2859
C 0.5862 4.6428 0.0113
C -4.3355 -1.9682 0.2111
C 1.2331 -1.6819 6.0810
C -0.7388 2.5437 -0.1847
C 0.6745 -0.0255 2.4004
C -3.0503 -1.4350 0.0411
C 0.8308 -0.0026 3.6126
C -0.4095 0.8528 6.2293
C -3.4470 -4.1680 0.4536
C 2.5937 1.0283 5.8433
C -0.4186 6.8180 -0.1969
C -0.6486 4.0403 -0.2006
C -4.5540 -3.3135 0.4130
C -2.9576 0.0077 -0.1152
H 1.4428 -1.6684 7.1543
H -2.5336 6.8326 -0.5672
H -1.3093 -4.3298 0.3164
H 3.4747 0.6164 5.3472
H -0.3303 7.8977 -0.1960
H 2.0350 -2.2255 5.5780
H -0.5716 1.8644 5.8524
H 2.4880 2.0667 5.5221
H -5.5573 -3.6969 0.5435
H 1.6663 6.4863 0.1854
H -1.3159 0.2762 6.0334
H 0.3063 -2.2370 5.9197
H -5.1779 -1.2843 0.1808
H 2.7684 1.0180 6.9228
H -2.7258 4.3570 -0.5672
H -3.8852 0.5825 -0.0842
H -3.5914 -5.2290 0.6244
H 1.4438 4.0054 0.1783
H -0.2644 0.9064 7.3124
```

The energy above the lowest of the compared OMol25 structures with the same formula, charge and spin comes out at 0.0 kcal per mole. As for the orbital gap (alpha / beta): 7.319 / 7.318 eV. As for the net charge: -1.

(2)
Here is 2 unconnected molecules or ions with the total composition C22H20F4O5 at a distorted geometry from OMol25. Energies are from wB97M-V/def2-TZVPD.

Geometry as XYZ:
```
51
C22H20F4O5 wB97M-V/def2-TZVPD
F -0.8713 6.4678 4.2195
F -5.2178 4.7850 5.1221
F -0.0002 -1.6271 8.6717
F -4.6135 -0.5533 8.3140
O -1.7974 -0.8657 2.4973
O 1.8121 1.7224 3.7842
O 0.4448 -1.7204 3.8122
O 1.8347 -0.7464 2.2884
O -2.2682 1.2260 3.1842
C -1.1128 4.2691 5.0518
C 0.0034 0.4871 3.0074
C 0.2877 2.9002 2.3216
C -3.4620 -2.4953 2.1639
C 0.7426 -0.7931 3.0788
C -3.0254 0.7585 7.1369
C -0.6700 0.1193 7.2306
C -2.3302 -1.1684 8.4876
C -3.8532 4.6063 5.0886
C -1.6863 0.9659 6.6905
C -3.3008 -0.3112 7.9735
C 0.7836 1.7069 3.0872
C -3.2241 -1.0288 2.3996
C 4.1066 -1.4784 2.1431
C -1.0122 -0.8808 8.1185
C -3.0733 5.6799 4.6606
C -1.4330 0.3638 2.9090
C 2.6730 -1.9313 2.2713
C -1.6952 5.4605 4.6645
C -1.9295 3.1653 5.4409
C -3.3394 3.3717 5.4497
C -1.2555 1.9661 5.7895
H 0.6125 3.8213 2.8191
H 4.3929 -0.8484 2.9957
H 2.5081 -2.4685 3.2122
H 0.3578 0.3083 6.9209
H -3.6139 -0.4267 1.5642
H -4.5388 -2.6751 2.1163
H -3.0399 -3.0942 2.9782
H -3.0113 -2.8424 1.2265
H -3.5038 6.6246 4.3412
H -0.0313 4.1224 5.0482
H -0.1987 1.9069 5.5047
H -0.8067 2.8824 2.2431
H 0.7395 2.9004 1.3150
H -2.5748 -1.9953 9.1484
H -3.6920 -0.7160 3.3442
H 4.2803 -0.9238 1.2115
H -3.8338 1.4059 6.8187
H -4.0279 2.5619 5.6684
H 4.7569 -2.3585 2.1376
H 2.3743 -2.5344 1.4026
```

The energy above the lowest of the compared OMol25 structures with the same formula, charge and spin comes out at 42.6 kcal per mole. As for the orbital gap: 3.667 eV.

(3)
Here is a molecular structure, C15H10IrN5O2S from OMol25. Energies are from wB97M-V/def2-TZVPD.

Geometry as XYZ:
```
34
C15H10IrN5O2S wB97M-V/def2-TZVPD
Ir 0.4569 -1.2858 -0.6820
S 1.5223 0.1817 3.0278
O -1.5724 -0.9414 1.3802
O -2.0928 -1.2106 -3.0834
N -1.5643 -1.2289 -0.8510
N 2.4275 -1.3927 -0.6192
N 0.4920 0.6851 -0.6662
N 4.7438 -0.8004 -0.2269
N 5.6983 1.4885 -0.2877
C 0.3995 -2.0382 2.2534
C -0.0398 -1.0365 1.2550
C 0.8513 2.6038 0.6886
C 1.1906 -1.5310 3.1987
C 0.6466 1.2330 0.5720
C -2.4675 -1.2112 -1.9509
C -3.6920 -0.9956 0.1257
C 0.4803 1.4361 -1.7723
C -2.2070 -1.0565 0.2696
C 3.5411 -1.0481 -0.4282
C 0.6680 2.8007 -1.6979
C -3.8776 -1.1490 -1.3910
C 0.5814 0.2574 1.6177
C 0.8728 3.3837 -0.4512
C 5.2477 0.4274 -0.2559
H 0.9826 3.0388 1.6695
H 1.6245 -2.0556 4.0361
H 0.3342 0.9110 -2.7075
H -4.1457 -1.7947 0.7126
H 0.0700 -3.0674 2.2319
H -4.3999 -2.0653 -1.6646
H -4.0669 -0.0519 0.5220
H 0.6689 3.3866 -2.6045
H 1.0423 4.4487 -0.3724
H -4.4166 -0.3216 -1.8482
```

The energy above the lowest of the compared OMol25 structures with the same formula, charge and spin comes out at 6.6 kcal per mole. As for the multiplicity: 2. As for the orbital gap (alpha / beta): 6.605 / 6.233 eV. As for the net charge: +1.

(4)
Here is 2 unconnected molecules or ions with the total composition C2H11N2O at a distorted geometry from OMol25. Energies are from wB97M-V/def2-TZVPD.

Geometry as XYZ:
```
16
C2H11N2O wB97M-V/def2-TZVPD
O 0.6266 2.4758 -0.6210
N -0.4174 -0.2762 1.6037
N 0.6072 -0.2157 -1.0347
C -0.5804 -1.0648 -0.6602
C -0.3791 -1.5007 0.7910
H 0.4985 3.4377 -0.7235
H -1.3106 0.1877 1.4923
H 1.2881 -0.1937 -0.2803
H 0.6400 -1.8813 0.8479
H -1.1209 -2.2538 1.0656
H -0.5307 -1.9919 -1.2079
H 0.7353 2.3376 0.3299
H 1.0665 -0.5640 -1.8686
H 0.2751 0.7498 -1.1991
H -0.3187 -0.3927 2.6094
H -1.4850 -0.5051 -0.8749
```

The energy above the lowest of the compared OMol25 structures with the same formula, charge and spin comes out at 8.5 kcal per mole. As for the orbital gap: 10.961 eV. As for the net charge: +1.

(5)
Here is 15 unconnected molecules or ions with the total composition C45H90O45 at a distorted geometry from OMol25. Energies are from wB97M-V/def2-TZVPD.

Geometry as XYZ:
```
180
C45H90O45 wB97M-V/def2-TZVPD
O 12.8632 -23.0151 -7.0779
O 18.7866 -18.4299 -4.5035
O 20.3594 -17.2470 -3.4355
O 18.3783 -24.3205 -6.1876
O 15.5278 -13.5708 -4.4161
O 8.6523 -15.7266 -6.5342
O 19.6597 -13.4200 -8.4367
O 16.8461 -20.6233 -2.1251
O 15.7250 -22.5573 -1.8431
O 9.5067 -18.3732 -10.0019
O 15.0186 -17.7160 -7.4449
O 16.8402 -21.5375 -0.1832
O 11.3670 -21.4026 -6.6981
O 15.2788 -22.6525 -10.2247
O 23.2504 -18.9264 -5.5776
O 19.2682 -18.2152 -10.4389
O 17.0912 -21.3204 -10.4564
O 11.2075 -22.8606 -8.4155
O 21.6874 -18.3854 -6.9544
O 12.5339 -14.1356 -7.5102
O 15.6175 -21.6860 -12.1235
O 16.1101 -15.0487 -11.2217
O 10.4543 -16.8686 -3.3689
O 12.3815 -11.9401 -7.2803
O 16.3506 -19.3858 -6.7925
O 14.8743 -15.7206 -4.6359
O 17.7313 -22.1638 -6.5130
O 20.1939 -14.4891 -6.5111
O 8.5418 -15.9152 -3.5523
O 20.8099 -19.2761 -3.9847
O 19.3533 -23.1306 -7.6802
O 10.0195 -17.0939 -11.7766
O 14.3816 -12.9686 -7.2135
O 15.6046 -15.4452 -13.4263
O 14.8747 -16.7595 -11.9619
O 8.5924 -17.8542 -6.5710
O 14.3971 -19.3113 -5.9739
O 23.1145 -16.7770 -6.2522
O 19.7350 -19.5494 -12.1134
O 10.2857 -14.6720 -2.8834
O 19.6243 -17.3941 -12.5083
O 10.5434 -16.7924 -7.0789
O 11.5817 -17.5587 -10.4018
O 13.3896 -14.2517 -4.1814
O 18.3514 -14.9550 -7.4264
C 15.6054 -15.6618 -12.1166
C 9.3787 -14.5028 -6.6503
C 20.4364 -20.5083 -4.5900
C 18.4105 -23.1325 -6.7469
C 16.2607 -22.4248 0.7655
C 16.6216 -20.6428 -3.5412
C 8.6443 -17.0059 -12.1189
C 13.0578 -18.8201 -5.8908
C 19.8725 -18.3392 -4.0092
C 19.4821 -18.3555 -11.5990
C 12.9654 -12.9340 -3.8863
C 10.2971 -17.7436 -10.6501
C 13.4332 -15.2087 -7.8313
C 17.4503 -24.4827 -5.1219
C 19.5590 -16.0881 -3.4568
C 15.0117 -11.7423 -6.7795
C 16.0970 -21.8456 -10.8950
C 16.4026 -21.6562 -1.4267
C 12.2381 -18.1647 -9.2965
C 13.5150 -22.6391 -5.8497
C 20.8028 -17.4277 -7.4922
C 22.7285 -17.9175 -6.2739
C 11.8619 -16.9019 -3.1599
C 16.1908 -16.2019 -4.9119
C 7.6803 -14.7685 -3.5324
C 14.6908 -14.4212 -4.4246
C 15.2325 -18.6895 -6.7792
C 19.2267 -16.0553 -12.1968
C 15.6555 -22.9239 -8.8814
C 9.1594 -19.1583 -6.6496
C 19.6286 -21.9299 -8.4018
C 9.8165 -15.7105 -3.2806
C 14.8211 -17.3055 -10.6572
C 21.5433 -14.0539 -6.4209
C 9.9491 -22.3110 -8.8444
C 16.3270 -20.8327 -13.0235
C 17.3416 -19.0924 -7.7372
C 19.4280 -14.1916 -7.5549
C 11.7678 -22.3242 -7.3483
C 20.4048 -19.6497 -13.3513
C 24.0616 -18.5744 -4.4765
C 17.3155 -14.8561 -8.3877
C 16.4849 -14.5201 -14.0467
C 13.0556 -12.9197 -7.3534
C 9.3681 -16.7987 -6.7820
H 13.9341 -17.9052 -10.4795
H 18.7285 -21.3630 -8.6311
H 20.0654 -22.2049 -9.3543
H 14.8412 -23.4780 -8.4237
H 21.2836 -21.1792 -4.6528
H 17.6675 -15.2672 -9.3381
H 14.8855 -11.0098 -7.5754
H 12.3659 -17.4135 -8.5239
H 10.1009 -19.1608 -6.0937
H 14.0308 -21.6891 -6.0005
H 8.1315 -16.3183 -11.4479
H 14.3136 -23.3601 -5.7067
H 6.6925 -15.1586 -3.7433
H 19.9251 -20.4157 -5.5476
H 9.3745 -19.4820 -7.6545
H 17.5814 -20.7545 -4.0276
H 12.1171 -13.0753 -3.2144
H 15.8336 -21.3056 -3.8838
H 12.6598 -12.3698 -4.7655
H 18.5585 -16.2967 -3.0654
H 14.5431 -11.4416 -5.8501
H 13.0014 -17.7983 -5.5275
H 20.1409 -17.9138 -8.2018
H 14.0841 -15.3536 -6.9760
H 16.0652 -11.9551 -6.6455
H 17.4576 -25.5056 -4.7755
H 10.0745 -21.4615 -9.5017
H 12.3536 -16.4730 -4.0296
H 23.4009 -18.1508 -3.7152
H 13.9756 -15.0107 -8.7554
H 17.6313 -23.8052 -4.2806
H 12.6043 -18.8962 -6.8760
H 20.2785 -21.3130 -7.7801
H 21.4480 -19.3448 -13.2422
H 12.8799 -16.1292 -8.0008
H 8.2052 -18.0015 -12.1227
H 17.0557 -15.0209 -14.8274
H 18.4506 -15.7753 -12.9024
H 16.5067 -23.4648 0.5413
H 7.7184 -14.3331 -2.5341
H 17.1794 -14.0409 -13.3540
H 15.1900 -22.2518 0.8297
H 18.2338 -19.6434 -7.4758
H 12.2096 -17.9209 -3.0138
H 16.2303 -19.6488 -3.7633
H 24.5588 -19.4159 -4.0021
H 15.7261 -21.9914 -8.3211
H 8.7992 -13.7257 -6.1575
H 13.6066 -12.2925 -3.2770
H 22.1394 -14.3512 -7.2767
H 8.4988 -19.8171 -6.0943
H 21.9107 -14.5115 -5.5058
H 16.9450 -13.8425 -8.5185
H 19.4391 -15.6696 -4.4532
H 19.6746 -20.9676 -3.9476
H 9.5127 -14.1836 -7.6848
H 10.3580 -14.5872 -6.1881
H 8.5754 -16.5931 -13.1218
H 20.0137 -15.4301 -2.7234
H 8.0069 -14.0438 -4.2742
H 16.4640 -24.1525 -5.4635
H 20.3671 -20.6883 -13.6764
H 12.7790 -22.5817 -5.0574
H 16.9731 -20.1525 -12.4724
H 18.6531 -16.0376 -11.2701
H 16.8522 -21.4506 -13.7476
H 20.0019 -19.0951 -14.2021
H 24.8195 -17.8456 -4.7587
H 13.2283 -18.4864 -9.6300
H 16.5643 -23.5166 -8.8078
H 20.0733 -15.3822 -12.2295
H 16.7440 -22.2494 1.7247
H 16.4853 -15.5274 -8.1633
H 21.6408 -12.9808 -6.2394
H 15.5685 -20.2487 -13.5428
H 17.1430 -19.2057 -8.8086
H 15.8995 -13.7169 -14.4958
H 16.9205 -15.5949 -4.3721
H 12.1477 -16.3373 -2.2708
H 9.3918 -22.0676 -7.9376
H 16.3716 -17.1833 -4.4714
H 15.7033 -17.9256 -10.4740
H 14.8326 -16.5540 -9.8712
H 17.6002 -18.0223 -7.7344
H 21.3150 -16.6102 -8.0046
H 11.7519 -19.0540 -8.9095
H 12.5095 -19.4936 -5.2399
H 20.1709 -16.9314 -6.7527
H 16.3437 -16.2132 -5.9840
H 9.3892 -23.1274 -9.2906
```

The energy above the lowest of the compared OMol25 structures with the same formula, charge and spin comes out at 32.4 kcal per mole. As for the orbital gap: 10.910 eV.